57
Properties=species:S:1:pos:R:3:nbo_charge:R:1 method="wB97M-V/def2-TZVPD" relative_energy_ev=0.050 total_energy_ha=-3168.0829 total_charge=+1 lumo_ha=-0.108 orbital_gap_ev=7.358
I -2.36 1.42 7.24 0.189
I -0.43 -3.71 4.85 0.212
S -0.50 0.66 -3.26 2.273
S 1.52 -3.56 -1.05 0.512
Al 0.78 -0.74 1.01 1.885
O -0.50 0.44 -0.62 -0.392
O -1.30 1.79 -2.92 -0.922
O 0.63 0.78 -4.13 -0.911
O 0.16 -1.62 2.43 -0.848
N -3.81 -4.00 -4.51 -0.767
N 2.04 2.91 -0.41 -0.391
N 2.33 -1.96 0.70 -0.602
N 3.39 1.84 1.21 -0.768
N 0.30 0.08 -1.82 -0.353
N -0.18 0.89 2.21 -0.525
N 1.66 0.77 0.06 -0.740
C -0.91 -1.80 -4.29 -0.133
C -0.36 -1.04 3.49 0.293
C -1.51 0.41 5.62 -0.199
C 3.09 -3.81 -0.39 -0.444
C -1.49 -0.69 -3.66 -0.410
C -2.84 -0.69 -3.31 -0.146
C 0.71 1.10 -0.92 0.491
C -1.33 2.48 4.19 -0.112
C 2.40 1.84 0.30 0.682
C -3.05 -2.91 -4.24 0.232
C -0.72 -1.67 4.65 -0.213
C 2.70 4.20 -0.52 -0.405
C 3.35 -2.86 0.54 -0.048
C -1.15 1.11 4.44 -0.032
C -3.61 -1.79 -3.60 -0.272
C -0.58 0.36 3.39 0.111
C 1.27 -2.21 -0.08 -0.451
C -1.68 -2.89 -4.58 -0.281
C -0.95 3.01 2.98 -0.269
C -1.29 -0.93 5.71 -0.220
C -0.37 2.18 2.02 0.096
C 0.91 2.58 -1.27 -0.268
H -4.80 -3.98 -4.36 0.401
H 3.96 2.64 1.37 0.418
H 1.17 2.69 -2.32 0.257
H -1.77 3.11 4.95 0.245
H 3.67 0.95 1.60 0.432
H 0.14 -1.78 -4.56 0.243
H -1.25 -3.75 -5.07 0.224
H 0.02 3.18 -1.07 0.252
H -3.27 0.18 -2.83 0.246
H -4.66 -1.79 -3.34 0.223
H -3.44 -4.76 -5.05 0.401
H 3.00 4.38 -1.55 0.226
H 3.72 -4.62 -0.71 0.257
H 3.60 4.22 0.10 0.210
H -0.08 2.59 1.07 0.185
H -1.56 -1.46 6.62 0.246
H 4.26 -2.78 1.12 0.223
H -1.09 4.06 2.76 0.236
H 2.04 5.00 -0.19 0.222



129
Properties=species:S:1:pos:R:3:lowdin_charge:R:1 method="wB97M-V/def2-TZVPD" total_energy_ha=-5660.2092 total_charge=0 lumo_ha=-0.008 orbital_gap_ev=7.864
I 3.02 -4.06 -2.03 1.010
Br 0.67 -7.29 4.45 0.800
P 0.90 -1.86 -0.80 0.661
F 0.08 -5.38 2.47 -0.013
O 0.56 -5.40 -1.53 -0.112
O 1.84 -3.17 2.75 -0.047
O -1.10 3.80 -1.74 -0.183
O 0.90 8.74 -4.77 -0.225
O 0.19 4.90 -5.93 -0.186
O 0.95 -6.31 0.51 0.029
O 3.47 11.60 -2.37 -0.191
N 0.65 11.61 -3.42 -0.052
N 1.84 -2.76 0.37 -0.220
N 3.15 -4.76 0.77 0.029
N 1.30 3.17 -3.74 -0.050
N 1.76 -0.78 -1.54 -0.292
N -1.76 -4.88 -2.11 0.187
C 3.74 -1.34 5.26 -0.270
C 0.24 -6.51 1.71 -0.532
C 1.07 11.41 -2.03 -0.213
C -0.08 9.18 -3.85 -0.218
C 3.96 12.38 -3.45 -0.114
C -6.99 -5.14 0.41 -0.204
C -0.84 -3.31 4.40 -0.046
C -4.74 -6.28 0.72 -0.225
C -0.62 2.52 -2.15 -0.226
C 2.34 12.17 -1.72 -0.214
C 1.42 -0.82 5.57 -0.031
C -3.63 -6.39 1.79 -0.183
C -1.15 -7.14 1.54 -0.095
C -0.45 -1.81 4.18 -0.331
C -2.25 -6.14 1.07 -0.176
C 1.15 -7.48 2.56 -0.572
C 0.86 2.48 -2.52 -0.201
C -1.40 4.70 -2.80 -0.102
C -0.70 -5.31 -1.85 -0.342
C 3.35 -2.13 4.19 0.032
C 0.76 -5.08 -0.11 -0.280
C 1.12 -8.94 2.07 -0.254
C -1.40 -0.97 5.07 -0.089
C -5.76 -3.31 1.83 -0.115
C 0.90 3.67 -6.11 -0.217
C 2.75 -0.67 5.95 -0.042
C 1.02 6.00 -5.59 -0.113
C 0.65 2.71 -4.96 -0.215
C -6.18 -6.16 1.29 -0.198
C 5.22 -1.28 5.60 -0.044
C 1.04 -1.63 4.52 -0.126
C -0.38 10.68 -3.89 -0.194
C 1.13 -2.63 1.65 -0.275
C 2.10 -4.16 -0.02 -0.766
C 2.04 -2.30 3.80 -0.221
C 2.24 8.95 -4.36 -0.086
C -6.95 -3.66 0.91 -0.240
C 1.97 -9.80 3.06 -0.134
H -0.51 5.27 -3.07 0.067
H -0.58 10.94 -4.93 0.121
H 2.71 -0.89 -1.19 -0.033
H -1.80 4.19 -3.67 0.088
H 0.10 -3.04 1.67 0.111
H -0.75 1.88 -1.28 0.113
H 0.15 8.82 -2.84 0.114
H -0.43 2.63 -4.84 0.100
H -5.91 -3.80 2.81 0.069
H -1.26 2.11 -2.94 0.110
H -6.17 -5.89 2.35 0.097
H -1.53 -3.68 3.64 0.071
H 1.04 1.73 -5.23 0.124
H 0.49 3.22 -7.02 0.119
H 0.27 -2.74 -1.71 -0.002
H -2.14 5.40 -2.43 0.086
H 2.37 8.84 -3.28 0.094
H -2.44 -6.36 0.01 0.083
H -1.46 -7.51 2.52 0.099
H 5.86 -1.35 4.72 0.078
H 4.12 -2.68 3.64 0.135
H 0.06 -3.94 4.47 0.059
H 1.42 2.93 -1.69 0.119
H 1.26 10.35 -1.82 0.101
H -4.47 -5.40 0.10 0.100
H -1.19 -1.26 6.11 0.078
H 0.43 6.90 -5.72 0.074
H 0.12 -9.38 2.08 0.105
H -0.14 -4.53 0.18 0.133
H -4.64 -7.14 0.04 0.119
H 1.96 3.84 -6.28 0.120
H -5.69 -2.22 1.99 0.071
H 2.75 -9.16 3.51 0.061
H -6.56 -5.17 -0.61 0.102
H 2.23 13.24 -1.94 0.121
H 1.34 5.95 -4.55 0.077
H 1.63 -9.03 1.10 0.122
H -1.98 -5.09 1.23 0.102
H 3.02 -0.05 6.80 0.114
H -1.30 10.87 -3.33 0.117
H 2.59 9.94 -4.68 0.072
H -6.92 -3.02 0.03 0.098
H 1.18 1.44 -2.58 0.076
H -1.00 8.67 -4.14 0.123
H 1.89 6.06 -6.25 0.093
H -2.45 -1.22 4.88 0.083
H 3.33 12.29 -4.34 0.073
H 5.43 -2.17 6.22 0.086
H -4.80 -3.67 1.46 0.058
H 0.27 11.75 -1.37 0.123
H 3.47 -5.60 0.30 0.057
H -0.15 -1.20 -0.10 0.026
H 2.17 -7.09 2.45 0.097
H 5.42 -0.41 6.23 0.076
H -0.64 -1.52 3.13 0.115
H 1.12 4.16 -3.62 0.060
H -6.66 -7.14 1.13 0.103
H -3.72 -5.62 2.57 0.104
H 2.41 -10.68 2.58 0.071
H 2.80 -5.05 1.68 0.070
H -1.20 0.11 5.01 0.082
H -1.31 -3.37 5.39 0.081
H -3.56 -7.40 2.21 0.109
H 4.07 13.43 -3.17 0.088
H 1.46 11.52 -4.02 0.063
H 2.87 8.21 -4.87 0.088
H -7.90 -3.48 1.44 0.099
H 0.70 -0.27 6.18 0.105
H 2.53 12.07 -0.64 0.121
H 4.95 11.99 -3.71 0.089
H -1.08 -8.00 0.86 0.130
H -8.02 -5.50 0.37 0.097
H 1.34 -10.09 3.91 0.053
H 1.02 -1.55 1.83 0.123



33
Properties=species:S:1:pos:R:3:nbo_charge:R:1 method="wB97M-V/def2-TZVPD" relative_energy_ev=0.466 total_energy_ha=-1199.0192 total_charge=-1 lumo_ha=0.100 orbital_gap_ev=8.029
I -8.38 -28.42 -24.21 -0.904
O -9.95 -22.95 -26.17 -0.704
O -9.58 -25.22 -21.91 -0.667
O -7.76 -28.83 -18.40 -0.705
O -13.15 -31.57 -24.67 -0.680
N -11.76 -24.80 -21.44 -0.852
N -8.81 -24.48 -27.39 -0.866
N -10.97 -32.30 -24.76 -0.853
N -11.48 -30.36 -23.66 -0.875
N -9.34 -29.24 -19.97 -0.851
N -11.17 -26.71 -22.60 -0.876
N -7.59 -27.87 -20.49 -0.843
N -9.11 -24.81 -25.14 -0.839
C -11.96 -31.42 -24.38 0.778
C -9.33 -24.01 -26.21 0.768
C -8.20 -28.65 -19.54 0.771
C -10.75 -25.56 -21.98 0.769
H -9.12 -23.94 -28.18 0.400
H -8.67 -25.71 -25.22 0.413
H -10.43 -27.33 -22.95 0.434
H -9.76 -29.04 -20.86 0.398
H -10.05 -32.20 -24.38 0.398
H -12.65 -25.19 -21.21 0.378
H -11.29 -33.19 -25.10 0.395
H -12.14 -29.68 -23.33 0.388
H -6.68 -27.52 -20.30 0.402
H -8.05 -27.82 -21.39 0.418
H -10.53 -30.06 -23.84 0.422
H -9.56 -24.60 -24.26 0.419
H -8.20 -25.27 -27.41 0.395
H -9.82 -29.81 -19.30 0.395
H -11.47 -23.97 -20.96 0.401
H -12.12 -26.99 -22.49 0.375



14
Properties=species:S:1:pos:R:3:nbo_charge:R:1 method="wB97M-V/def2-TZVPD" multiplicity=3 relative_energy_ev=4.284 total_energy_ha=-1065.3836 total_charge=0 lumo_ha="0.019 / -0.113" s_squared=2.008 orbital_gap_ev="5.491 / 5.946"
S 2.31 -0.51 0.96 0.527
S -1.82 -0.82 0.79 1.173
O -2.89 0.11 0.47 -0.946
C -0.19 -0.30 -0.17 -0.142
C 0.73 -0.90 1.61 -0.496
C -0.32 0.10 1.28 -0.370
C 0.91 -1.31 0.15 -0.482
C -0.29 0.76 -1.27 -0.626
H 0.41 1.42 -0.87 0.212
H 0.11 0.38 -2.15 0.221
H 1.02 -2.19 -0.37 0.239
H -0.29 1.61 1.65 0.207
H -1.27 1.14 -1.21 0.250
H 0.62 -1.46 2.48 0.233



17
Properties=species:S:1:pos:R:3:nbo_charge:R:1 method="wB97M-V/def2-TZVPD" relative_energy_ev=2.292 total_energy_ha=-1358.0489 total_charge=0 lumo_ha=-0.002 orbital_gap_ev=6.617
Cl -4.10 0.33 0.21 -0.310
S -0.88 0.08 -0.49 0.224
P -2.47 -0.49 1.04 0.048
C 1.12 2.02 0.71 -0.643
C -0.17 -2.52 -0.42 -0.625
C 0.39 -1.16 0.01 -0.506
C 0.45 1.78 -0.65 -0.391
H -0.97 -2.72 0.30 0.241
H 0.65 -3.33 -0.35 0.212
H 0.97 1.61 -1.60 0.221
H 1.57 0.99 1.09 0.210
H 0.56 2.56 1.42 0.232
H -0.41 2.44 -0.81 0.215
H 1.96 2.63 0.40 0.221
H -0.47 -2.39 -1.43 0.218
H 0.49 -1.05 1.05 0.212
H 1.31 -0.79 -0.48 0.220



17
Properties=species:S:1:pos:R:3:nbo_charge:R:1 method="wB97M-V/def2-TZVPD" relative_energy_ev=1.675 total_energy_ha=-339.2664 total_charge=0 lumo_ha=0.030 orbital_gap_ev=9.814
N -1.32 -1.33 0.66 -0.776
N -1.01 0.24 -1.10 -0.842
N 0.66 -1.27 -0.47 -0.483
N 1.19 -1.39 -1.77 -0.645
C 0.20 1.93 1.24 -0.427
C 0.64 0.79 1.71 -0.362
C -0.62 -0.79 -0.26 0.577
H -1.78 0.80 -0.76 0.391
H 0.77 2.54 0.55 0.185
H 0.50 -1.76 -2.42 0.343
H 0.82 -2.11 0.07 0.388
H -0.77 2.34 1.52 0.187
H -2.21 -0.88 0.83 0.337
H -0.26 0.79 -1.50 0.380
H 1.49 -0.47 -2.11 0.342
H 1.61 0.40 1.43 0.199
H 0.08 0.19 2.40 0.206